[1]
Density functional theory data (the ωB97M-V functional and the def2-TZVPD basis) for a cluster of 6 separate species, C38H38F3N6O14 in total.

```
99
Properties=species:S:1:pos:R:3:lowdin_charge:R:1
C 1.944 3.298 0.827 -0.03
C 1.910 2.679 -0.573 -0.39
O 2.018 3.657 -1.619 -0.06
C 0.666 1.811 -0.748 -0.19
N -0.563 2.536 -0.496 0.00
C -1.630 1.717 0.051 -0.25
C -2.964 2.466 0.078 -0.08
C -2.891 3.887 0.614 -0.29
O -2.263 4.023 1.863 0.02
C -4.292 4.479 0.708 -0.59
F -4.986 4.374 -0.440 0.13
F -4.259 5.791 1.011 0.13
F -5.026 3.882 1.664 0.14
C -1.367 1.118 1.474 -0.68
O -0.450 1.605 2.162 -0.03
O -2.178 0.230 1.796 -0.05
H 1.814 4.383 0.744 0.08
H 1.108 2.924 1.414 0.05
H 2.881 3.131 1.346 0.06
H 2.785 2.040 -0.699 0.13
H 1.427 4.381 -1.397 0.08
H 0.685 1.430 -1.771 0.09
H 0.792 0.951 -0.078 0.13
H -0.403 3.337 0.098 0.09
H -1.771 0.863 -0.611 0.14
H -3.376 2.535 -0.929 0.12
H -3.649 1.871 0.683 0.12
H -2.345 4.540 -0.067 0.16
H -2.437 3.244 2.404 0.10
C -4.816 0.716 4.380 -0.06
C -4.414 -0.451 3.745 -0.05
C -5.305 -1.507 3.623 0.01
C -6.580 -1.370 4.144 -0.16
C -6.996 -0.216 4.783 -0.02
C -6.100 0.834 4.898 -0.07
N -7.531 -2.484 4.012 -0.36
O -7.147 -3.501 3.470 0.07
O -8.655 -2.329 4.455 0.06
H -4.120 1.541 4.463 0.11
H -3.416 -0.519 3.324 0.08
H -5.009 -2.419 3.127 0.12
H -7.997 -0.138 5.179 0.11
H -6.407 1.747 5.390 0.10
C -0.549 2.363 6.529 -0.08
C 0.210 3.399 6.001 -0.07
C 1.288 3.121 5.177 0.00
C 1.586 1.801 4.899 -0.15
C 0.844 0.756 5.411 0.00
C -0.231 1.044 6.234 -0.07
N 2.710 1.500 3.999 -0.34
O 3.336 2.438 3.547 0.05
O 2.922 0.337 3.733 0.08
H -1.397 2.585 7.163 0.10
H -0.044 4.427 6.222 0.10
H 1.880 3.916 4.749 0.12
H 1.091 -0.264 5.158 0.12
H -0.829 0.238 6.637 0.10
C 1.798 -3.841 -3.056 -0.07
C 0.833 -3.910 -4.052 -0.06
C 0.258 -2.748 -4.542 0.00
C 0.669 -1.536 -4.022 -0.14
C 1.627 -1.445 -3.029 0.01
C 2.194 -2.612 -2.544 -0.06
N 0.065 -0.292 -4.530 -0.35
O -0.806 -0.386 -5.374 0.07
O 0.473 0.747 -4.060 0.08
H 2.244 -4.751 -2.675 0.10
H 0.528 -4.866 -4.451 0.08
H -0.498 -2.787 -5.311 0.12
H 1.920 -0.483 -2.635 0.11
H 2.941 -2.559 -1.765 0.11
C 5.354 5.900 -4.162 -0.07
C 4.533 5.099 -3.380 -0.05
C 4.976 3.859 -2.953 0.01
C 6.241 3.443 -3.321 -0.14
C 7.075 4.223 -4.102 -0.01
C 6.623 5.461 -4.524 -0.08
N 6.725 2.128 -2.866 -0.35
O 5.974 1.445 -2.204 0.08
O 7.854 1.803 -3.185 0.06
H 5.005 6.870 -4.492 0.10
H 3.545 5.430 -3.096 0.10
H 4.331 3.239 -2.346 0.10
H 8.058 3.869 -4.375 0.11
H 7.260 6.085 -5.136 0.10
C 0.532 -10.366 -1.568 -0.07
C 1.590 -9.715 -2.190 -0.07
C 1.347 -8.832 -3.229 0.00
C 0.040 -8.617 -3.624 -0.15
C -1.027 -9.255 -3.021 0.00
C -0.772 -10.138 -1.985 -0.06
N -0.225 -7.663 -4.714 -0.35
O 0.731 -7.120 -5.232 0.06
O -1.381 -7.465 -5.021 0.09
H 0.726 -11.051 -0.753 0.11
H 2.605 -9.893 -1.864 0.11
H 2.159 -8.317 -3.721 0.12
H -2.037 -9.063 -3.351 0.12
H -1.595 -10.644 -1.498 0.11
```

The value obtained for the relative energy (zero: lowest compared OMol25 entry of this formula, charge and spin) is 0.00 kJ/mol. The total charge is -1. The value obtained for the HOMO energy is -5.09 eV. As for the HOMO-LUMO gap: 5.6 eV. The largest force on an atom is 0.64 eV/Å.

=====

[2]
Density functional theory data (the ωB97M-V functional and the def2-TZVPD basis) for a cluster of 8 separate species, C11H34O10 in total.

```
55
Properties=species:S:1:pos:R:3:lowdin_charge:R:1
C 1.290 0.355 0.244 -0.75
O 0.762 0.877 1.312 -0.11
O 1.553 -0.930 0.235 -0.15
O 1.668 1.091 -0.742 -0.09
C -1.954 3.244 -3.356 -0.11
C -0.890 2.285 -2.856 -0.35
O -0.337 2.836 -1.678 -0.10
H -1.462 4.187 -3.618 0.06
H -2.716 3.497 -2.620 0.06
H -2.412 2.864 -4.274 0.06
H -0.088 2.174 -3.598 0.11
H -1.300 1.282 -2.668 0.10
H 0.371 2.230 -1.353 0.04
C -2.361 -2.714 -1.839 -0.10
C -1.134 -1.819 -1.762 -0.34
O -0.097 -2.595 -1.201 -0.12
H -2.554 -3.032 -0.813 0.06
H -2.141 -3.615 -2.415 0.06
H -3.249 -2.227 -2.247 0.06
H -1.295 -0.948 -1.125 0.10
H -0.795 -1.451 -2.741 0.10
H 0.539 -2.024 -0.700 0.04
C -0.470 3.547 5.103 -0.12
C -0.031 3.225 3.686 -0.36
O 0.802 2.091 3.735 -0.10
H 0.406 3.778 5.720 0.06
H -1.045 2.767 5.601 0.06
H -1.094 4.452 5.136 0.06
H 0.533 4.070 3.267 0.10
H -0.942 3.115 3.087 0.10
H 0.780 1.682 2.827 0.04
C -0.630 -2.629 2.473 -0.17
O 0.783 -2.625 2.332 -0.15
H -0.985 -1.629 2.735 0.07
H -1.071 -2.966 1.525 0.06
H -0.899 -3.372 3.228 0.06
H 0.986 -1.964 1.629 0.03
C 3.779 -3.558 0.026 -0.22
O 3.973 -2.240 0.451 -0.14
H 2.850 -4.009 0.392 0.07
H 3.823 -3.702 -1.064 0.06
H 4.598 -4.177 0.420 0.06
H 3.129 -1.765 0.244 0.04
C -2.749 0.979 0.834 -0.18
O -1.939 0.926 1.995 -0.16
H -2.147 1.272 -0.029 0.06
H -3.158 -0.012 0.590 0.06
H -3.554 1.703 0.990 0.06
H -1.000 0.831 1.671 0.04
C 2.374 -1.210 -3.278 -0.18
O 2.272 0.198 -3.267 -0.16
H 1.439 -1.699 -2.989 0.05
H 2.635 -1.517 -4.296 0.06
H 3.167 -1.566 -2.612 0.07
H 1.984 0.437 -2.347 0.03
```

The value obtained for the relative energy (zero: lowest compared OMol25 entry of this formula, charge and spin) is 0.00 kJ/mol. The total charge is -2. The value obtained for the HOMO energy is -1.87 eV. As for the HOMO-LUMO gap: 7.0 eV. The largest force on an atom is 1.40 eV/Å.

=====

[3]
Density functional theory data (the ωB97M-V functional and the def2-TZVPD basis) for an isolated molecule of C5H7NS2.

```
15
Properties=species:S:1:pos:R:3:lowdin_charge:R:1
C -0.359 -1.151 -0.151 -0.66
C 1.147 -0.873 -0.045 -0.33
C 0.824 -0.138 1.287 -0.13
C -0.540 0.316 0.434 -0.22
C 0.236 1.214 -0.652 -0.88
H -0.819 -3.081 0.226 -0.19
H -0.967 -1.523 -1.135 0.15
H 1.706 -1.900 -0.152 0.18
H 1.518 0.765 1.498 0.12
H 0.941 -0.911 2.204 0.12
H -1.554 0.657 0.931 0.16
H 2.091 0.437 -1.717 0.25
N 1.105 0.194 -1.033 -0.04
S -1.033 -2.220 1.080 0.81
S -0.123 2.719 -1.071 0.66
```

The value obtained for the relative energy (zero: lowest compared OMol25 entry of this formula, charge and spin) is 400.21 kJ/mol. The value obtained for the HOMO energy is -8.49 eV. Its SMILES is S=C1N[C@H]2C[C@@H]1[C@@H]2S. As for the HOMO-LUMO gap: 9.1 eV. The largest force on an atom is 7.71 eV/Å.

=====

[4]
Density functional theory data (the ωB97M-V functional and the def2-TZVPD basis) for an isolated molecule of C22H34N4O.

```
61
Properties=species:S:1:pos:R:3:lowdin_charge:R:1
C -3.175 -2.190 2.936 -0.08
H -3.399 -2.746 2.029 0.08
H -3.920 -1.406 3.051 0.08
H -3.254 -2.868 3.784 0.08
C -1.773 -1.589 2.864 -0.45
C -0.749 -2.692 2.605 -0.08
H -0.805 -3.448 3.387 0.08
H 0.264 -2.299 2.581 0.06
H -0.944 -3.173 1.649 0.08
C -1.463 -0.828 4.159 -0.18
H -2.344 -0.258 4.454 0.11
H -1.240 -1.548 4.950 0.12
C -0.292 0.145 4.029 -0.12
C -0.619 1.335 3.210 -0.35
N -1.814 1.667 2.812 0.15
O -1.652 2.833 2.119 0.03
C -0.344 3.118 2.147 -0.33
N 0.334 2.230 2.809 0.20
C 0.192 4.326 1.450 -0.10
N 0.111 4.305 0.006 -0.21
C -1.237 4.369 -0.514 -0.08
H -1.729 5.250 -0.102 0.09
H -1.182 4.475 -1.596 0.09
H -1.855 3.492 -0.280 0.08
C 0.971 3.344 -0.654 -0.15
C 0.557 1.855 -0.580 -0.30
C 1.639 0.995 0.074 -0.14
C 1.177 -0.467 0.121 -0.18
N 0.838 -1.021 -1.173 -0.17
C -0.161 -0.203 -1.833 -0.17
C 0.232 1.276 -1.959 -0.14
H 1.105 1.372 -2.609 0.11
H -0.591 1.827 -2.419 0.12
H -0.356 -0.628 -2.820 0.12
H -1.081 -0.278 -1.243 0.13
C 1.981 -1.339 -2.011 -0.16
C 1.571 -2.241 -3.145 -0.23
C 2.003 -2.008 -4.443 -0.05
C 1.628 -2.856 -5.472 -0.09
C 0.811 -3.942 -5.213 -0.10
C 0.372 -4.179 -3.920 -0.08
C 0.752 -3.335 -2.893 -0.04
H 0.410 -3.506 -1.884 0.11
H -0.267 -5.025 -3.714 0.10
H 0.517 -4.602 -6.016 0.10
H 1.972 -2.664 -6.478 0.10
H 2.639 -1.159 -4.652 0.11
H 2.704 -1.873 -1.384 0.13
H 2.490 -0.449 -2.418 0.11
H 1.946 -1.094 0.578 0.12
H 0.275 -0.530 0.740 0.10
H 1.833 1.344 1.090 0.10
H 2.566 1.073 -0.498 0.12
H -0.351 1.771 0.028 0.13
H 1.969 3.466 -0.224 0.12
H 1.025 3.652 -1.703 0.12
H 1.240 4.428 1.740 0.13
H -0.366 5.200 1.801 0.13
H 0.585 -0.337 3.592 0.11
H 0.005 0.506 5.018 0.13
H -1.751 -0.876 2.034 0.11
```

The value obtained for the relative energy (zero: lowest compared OMol25 entry of this formula, charge and spin) is 55.71 kJ/mol. The value obtained for the HOMO energy is -8.19 eV. Its SMILES is CC(C)CCc1noc(CN(C)CC2CCN(Cc3ccccc3)CC2)n1. As for the HOMO-LUMO gap: 9.0 eV. The largest force on an atom is 1.16 eV/Å.

=====

[5]
Density functional theory data (the ωB97M-V functional and the def2-TZVPD basis) for a cluster of 9 separate species, C46H75BrClN2O17 in total.

```
142
Properties=species:S:1:pos:R:3:lowdin_charge:R:1
C -1.601 -4.518 0.370 -0.07
C -0.588 -3.641 -0.379 -0.24
N -0.852 -2.199 -0.215 0.02
C -0.107 -1.529 0.846 -0.27
C 0.071 -2.361 2.109 -0.06
C 0.748 -1.564 3.265 -0.36
C -0.072 -1.764 4.551 -0.17
C -1.444 -1.095 4.570 -0.05
C 2.212 -2.112 3.443 -0.09
C 2.399 -3.018 4.623 -0.70
O 2.125 -4.165 4.674 0.12
Cl 3.112 -2.204 6.062 0.80
C 0.962 -0.091 2.920 -0.06
N -0.179 0.574 2.206 0.13
C -0.941 -0.308 1.242 -0.20
C -1.474 0.536 0.081 -0.20
C -2.974 0.371 -0.089 -0.68
C -3.412 0.515 -1.547 -0.10
Br -3.868 1.721 1.059 0.67
H -2.162 -3.897 1.066 0.04
H -1.126 -5.303 0.956 0.08
H -2.327 -4.938 -0.320 0.07
H 0.442 -3.910 -0.128 0.10
H -0.693 -3.837 -1.445 0.11
H -0.551 -1.763 -1.079 0.08
H 0.880 -1.189 0.497 0.14
H 0.649 -3.262 1.926 0.12
H -0.924 -2.694 2.408 0.11
H 0.478 -1.397 5.421 0.10
H -0.229 -2.837 4.660 0.13
H -1.929 -1.355 5.511 0.08
H -2.099 -1.460 3.784 0.05
H -1.387 -0.004 4.558 0.08
H 2.535 -2.635 2.546 0.14
H 2.892 -1.274 3.572 0.07
H 1.164 0.473 3.831 0.15
H 1.828 0.034 2.278 0.11
H 0.213 1.345 1.664 0.18
H -0.845 1.007 2.845 0.16
H -1.795 -0.697 1.796 0.12
H -0.949 0.300 -0.840 0.08
H -1.274 1.585 0.314 0.10
H -3.313 -0.571 0.328 0.07
H -2.612 0.969 -2.128 0.08
H -4.320 1.104 -1.633 0.06
H -3.634 -0.471 -1.946 0.07
O -3.882 -1.920 2.472 0.08
C -4.286 -2.836 3.140 -0.48
O -3.743 -4.064 3.072 0.02
C -4.473 -4.984 3.916 -0.13
C -5.169 -4.103 4.946 -0.14
C -5.418 -2.825 4.145 -0.06
H -5.177 -5.531 3.287 0.13
H -3.766 -5.685 4.348 0.13
H -6.068 -4.557 5.355 0.12
H -4.491 -3.893 5.774 0.12
H -6.360 -2.854 3.594 0.14
H -5.383 -1.920 4.746 0.13
O 0.423 -0.297 -2.334 0.05
C 0.328 0.202 -3.431 -0.47
O 0.143 1.515 -3.585 0.04
C -0.041 1.829 -4.988 -0.12
C 0.601 0.665 -5.733 -0.13
C 0.360 -0.495 -4.767 -0.05
H -1.110 1.912 -5.181 0.13
H 0.428 2.786 -5.196 0.12
H 0.181 0.517 -6.725 0.12
H 1.673 0.837 -5.837 0.12
H -0.611 -0.972 -4.926 0.13
H 1.144 -1.247 -4.780 0.13
O -3.344 -2.266 -5.195 0.12
C -4.501 -2.160 -4.906 -0.49
O -4.894 -1.761 -3.672 0.00
C -6.329 -1.808 -3.561 -0.15
C -6.840 -1.740 -4.996 -0.15
C -5.719 -2.441 -5.762 -0.07
H -6.603 -2.740 -3.063 0.13
H -6.654 -0.970 -2.949 0.12
H -7.821 -2.194 -5.119 0.12
H -6.907 -0.700 -5.314 0.12
H -5.859 -3.523 -5.807 0.13
H -5.570 -2.057 -6.767 0.13
O 3.642 -0.159 -3.307 0.13
C 3.920 -0.156 -2.143 -0.47
O 4.913 0.602 -1.627 0.04
C 5.078 0.340 -0.218 -0.14
C 3.739 -0.226 0.229 -0.16
C 3.258 -0.947 -1.029 -0.07
H 5.897 -0.371 -0.096 0.13
H 5.317 1.259 0.300 0.10
H 3.817 -0.863 1.110 0.10
H 3.066 0.602 0.467 0.11
H 3.611 -1.979 -1.068 0.14
H 2.179 -0.916 -1.149 0.08
O -1.551 5.190 -6.137 0.11
C -0.536 5.789 -5.926 -0.51
O 0.424 5.955 -6.858 0.03
C 1.573 6.616 -6.284 -0.15
C 1.037 7.352 -5.062 -0.15
C -0.101 6.433 -4.621 -0.08
H 2.311 5.857 -6.028 0.11
H 2.002 7.276 -7.032 0.13
H 1.798 7.521 -4.303 0.12
H 0.634 8.321 -5.358 0.12
H 0.244 5.644 -3.950 0.12
H -0.935 6.957 -4.163 0.12
O 5.342 6.399 -7.862 0.13
C 4.943 5.348 -8.264 -0.48
O 3.791 4.794 -7.804 0.00
C 3.595 3.491 -8.380 -0.15
C 4.421 3.493 -9.661 -0.15
C 5.573 4.426 -9.290 -0.07
H 3.943 2.744 -7.663 0.13
H 2.530 3.351 -8.553 0.12
H 4.731 2.497 -9.968 0.12
H 3.840 3.932 -10.473 0.12
H 6.397 3.897 -8.808 0.13
H 5.958 5.001 -10.127 0.13
O 5.315 1.852 2.394 0.12
C 5.143 1.227 3.400 -0.46
O 3.906 0.833 3.810 -0.02
C 3.992 0.192 5.110 -0.25
C 5.433 -0.290 5.219 -0.17
C 6.179 0.770 4.406 -0.06
H 3.740 0.933 5.873 0.14
H 3.245 -0.638 5.152 -0.06
H 5.771 -0.384 6.248 0.12
H 5.535 -1.266 4.740 0.11
H 6.461 1.632 5.014 0.14
H 7.058 0.391 3.894 0.13
O -3.481 -2.246 9.083 0.13
C -2.590 -1.455 9.109 -0.48
O -1.711 -1.330 8.075 -0.01
C -0.690 -0.373 8.402 -0.16
C -1.293 0.504 9.495 -0.15
C -2.219 -0.480 10.209 -0.07
H 0.193 -0.919 8.745 0.13
H -0.435 0.181 7.500 0.11
H -0.542 0.960 10.135 0.12
H -1.883 1.301 9.043 0.12
H -1.707 -1.036 10.995 0.13
H -3.112 -0.018 10.619 0.13
```

The total charge is +1. The value obtained for the HOMO energy is -11.37 eV. As for the HOMO-LUMO gap: 9.2 eV. The largest force on an atom is 3.18 eV/Å.

=====

[6]
Density functional theory data (the ωB97M-V functional and the def2-TZVPD basis) for the ion C2H3ClN3S with charge +1.

```
10
Properties=species:S:1:pos:R:3:lowdin_charge:R:1
C -1.135 -0.245 0.566 -0.20
C 0.905 -0.987 -0.173 -0.69
N -1.523 -0.221 -0.638 -0.24
N 0.172 -0.539 0.902 0.10
N 0.148 -1.943 -1.165 -0.25
S -0.536 -0.586 -1.852 1.09
Cl 2.420 -0.343 -0.637 0.79
H -1.830 -0.173 1.345 0.14
H 0.474 -0.284 1.796 0.16
H 0.797 -2.451 -1.788 0.11
```

The value obtained for the relative energy (zero: lowest compared OMol25 entry of this formula, charge and spin) is 53.57 kJ/mol. The total charge is +1. The value obtained for the HOMO energy (spin up / spin down) is -14.07 / -14.07 eV. As for the HOMO-LUMO gap (spin up / spin down): 7.9 / 7.9 eV. The largest force on an atom is 4.00 eV/Å.

=====

[7]
Density functional theory data (the ωB97M-V functional and the def2-TZVPD basis) for a structure of composition C2H4F3OPt.

```
11
Properties=species:S:1:pos:R:3:lowdin_charge:R:1
C -0.222 -0.628 -0.902 -0.78
F 0.757 -0.226 -1.714 0.18
F -1.389 -0.485 -1.535 0.12
Pt -1.352 1.820 0.467 0.62
O -0.256 0.076 0.246 -0.37
H -1.747 1.839 -1.119 -0.16
C 0.868 -0.097 1.139 -0.04
H 1.805 0.090 0.602 0.11
H 0.726 0.646 1.929 0.06
H 0.843 -1.106 1.561 0.11
F -0.034 -1.929 -0.675 0.18
```

The value obtained for the relative energy (zero: lowest compared OMol25 entry of this formula, charge and spin) is 0.00 kJ/mol. As for the spin multiplicity: 4. The value obtained for the HOMO energy (spin up / spin down) is -5.94 / -10.65 eV. Its expectation value of S² is 3.75. As for the HOMO-LUMO gap (spin up / spin down): 6.3 / 8.4 eV. The largest force on an atom is 2.83 eV/Å.